#w
Below is a structure of composition C4H4N2O, with properties calculated with ωB97M-V/def2-TZVPD.

Computed properties:
- Orbital gap: 8.47 eV
- 2S+1: 1

Element x y z (Å)
N1 2.40 0.22 0.02
C1 1.62 -0.69 0.03
C2 0.67 -1.69 0.04
N2 -0.29 -0.80 0.01
C3 -1.37 -0.11 -0.01
C4 -1.21 1.35 -0.04
O1 -0.13 1.91 -0.04
H1 2.14 1.21 0.00
H2 0.69 -2.77 0.06
H3 -2.37 -0.57 -0.02
H4 -2.15 1.94 -0.06

=====

#x
Below is the molecule C4H4N2O, with properties calculated with ωB97M-V/def2-TZVPD.

Computed properties:
- Orbital gap: 8.54 eV
- 2S+1: 1
- SMILES: C=C1C=NNC1=O

Element x y z (Å)
C1 -1.01 0.07 -1.48
C2 -0.20 -0.08 -0.43
C3 1.11 -0.62 -0.37
N1 1.62 -0.53 0.85
N2 0.55 -0.02 1.62
C4 -0.53 0.54 0.86
O1 -1.42 1.25 1.29
H1 -2.05 0.41 -1.33
H2 -0.64 -0.39 -2.34
H3 1.62 -1.19 -1.17
H4 0.95 0.57 2.51

=====

#y
Below is a cluster of 2 separate species, C4H4N2O in total, with properties calculated with ωB97M-V/def2-TZVPD.

Computed properties:
- Orbital gap (spin up / spin down): 7.84 / 7.84 eV
- 2S+1: 1

Element x y z (Å)
N1 2.48 0.76 0.40
C1 1.70 -0.04 0.08
C2 0.83 -1.05 -0.37
O1 -0.43 -1.12 -0.08
C3 -1.23 -0.34 0.59
C4 -0.80 0.79 1.33
N2 -0.51 1.71 1.97
H1 1.18 -1.88 -0.98
H2 -0.18 0.79 -1.92
H3 -0.81 1.05 -1.61
H4 -2.25 -0.67 0.60

=====

#z
Below is the molecule C4H4N2O, with properties calculated with ωB97M-V/def2-TZVPD.

Computed properties:
- Orbital gap (spin up / spin down): 7.11 / 7.12 eV
- 2S+1: 1

Element x y z (Å)
C1 0.97 -0.04 0.02
C2 -0.27 0.55 0.02
C3 0.05 1.91 0.00
C4 -1.76 0.36 0.00
N1 1.31 2.19 -0.01
N2 1.87 0.98 0.01
O1 -2.25 1.64 0.00
H1 1.30 -1.06 0.07
H2 -2.08 -0.20 -0.90
H3 -2.10 -0.20 0.89
H4 2.87 0.90 -0.06

=====

Quick one: most stable of them? #x

=====

#w
Below is a cluster of 2 separate species, C2H2O3S in total, with properties calculated with ωB97M-V/def2-TZVPD.

Computed properties:
- Orbital gap: 8.24 eV
- 2S+1: 1

Element x y z (Å)
C1 0.81 0.18 -0.12
C2 -0.56 0.88 -0.19
H1 1.57 -1.39 -0.37
H2 -1.56 -1.38 1.35
O1 0.72 -1.11 -0.36
O2 1.85 0.83 0.06
O3 -0.80 2.13 -0.21
S1 -2.03 -0.15 -0.15

=====

#x
Below is the molecule C2H2O3S, with properties calculated with ωB97M-V/def2-TZVPD.

Computed properties:
- Orbital gap: 8.95 eV
- 2S+1: 1
- SMILES: O=C(O)C(O)=S

Element x y z (Å)
O1 -0.63 -1.48 -0.68
C1 -0.64 -0.37 -0.20
O2 -1.75 0.35 -0.02
C2 0.70 0.32 0.20
O3 1.69 -0.51 -0.06
S1 0.79 1.80 0.81
H1 -1.50 1.22 0.40
H2 1.33 -1.33 -0.46

=====

#y
Below is the molecule C2H2O3S, with properties calculated with ωB97M-V/def2-TZVPD.

Computed properties:
- Orbital gap: 10.05 eV
- 2S+1: 1

Element x y z (Å)
C1 -0.11 0.75 -0.78
C2 -0.47 0.75 0.48
O1 -0.48 -2.07 1.20
O2 0.77 -0.12 -1.30
O3 1.31 -0.98 -0.28
S1 0.54 -1.05 1.18
H1 -0.44 1.41 -1.58
H2 -1.14 1.32 1.07

=====

Quick one: most stable of them? #x